[1]
Below is a single C4H11N3O2S molecule, with properties calculated with wB97M-V/def2-TZVPD.

LUMO	0.7	eV
SMILES	NS(=O)(=O)C1NCCCN1
spin multiplicity	1
HOMO	-9.109	eV
energy relative to the best compared isomer or geometry (same formula, charge and spin)	1.8	kcal per mole
molecular weight	165.22	g/mol

```
21
Properties=species:S:1:pos:R:3:forces:R:3:nbo_charge:R:1
C 0.08101 -1.46693 1.24263 -0.542 -2.186 -3.067 -0.430
C 1.23219 -0.79421 0.42643 -0.201 -2.373 -1.255 -0.225
C -1.22637 -1.18086 0.49846 -2.186 -2.159 0.931 -0.215
C -0.32975 0.63965 -0.64656 0.566 2.309 1.161 -0.081
N 0.88414 0.59233 0.15002 0.516 -1.104 -1.435 -0.621
N -1.41890 0.16839 0.12071 -1.811 1.274 -0.270 -0.666
N 0.78577 2.91372 -1.37667 -0.015 2.771 2.597 -1.067
O -1.69956 2.47806 -1.93244 0.979 0.728 1.918 -0.938
O -0.92858 3.08248 0.47032 -0.130 0.197 -0.553 -0.905
S -0.72993 2.48738 -0.81878 0.800 -2.203 -2.570 2.229
H 0.07764 -2.65287 1.26880 0.612 2.470 0.420 0.217
H -0.02333 -0.99242 2.17118 0.232 0.272 1.688 0.206
H 2.17336 -0.96795 0.96613 -0.084 0.716 -0.238 0.210
H 1.38002 -1.34257 -0.62334 -0.414 1.059 2.150 0.183
H -1.34030 -1.72869 -0.43026 0.557 -1.094 -0.223 0.159
H -2.11771 -1.57223 1.13699 1.393 0.931 -0.857 0.201
H -0.12564 0.22534 -1.63504 -0.257 -0.052 -0.259 0.190
H 0.59349 1.01252 0.98674 -0.050 0.884 1.748 0.361
H -2.33180 0.31765 -0.36570 1.081 -0.247 0.575 0.387
H 1.17650 3.86356 -1.10240 -1.041 -1.760 -0.131 0.413
H 0.90430 2.78656 -2.32720 -0.002 -0.433 -2.331 0.391
```
Positions in Å, forces in eV/Å.

[2]
Below is a single C11H16N4O2 molecule, with properties calculated with wB97M-V/def2-TZVPD.

LUMO	-0.6	eV
SMILES	CN1CCN(C[C@H]2CCOC2)/C(=N\C#N)C1=O
spin multiplicity	1
HOMO	-9.362	eV
energy relative to the best compared isomer or geometry (same formula, charge and spin)	122.5	kcal per mole
molecular weight	236.28	g/mol

```
33
Properties=species:S:1:pos:R:3:forces:R:3:nbo_charge:R:1
N 2.96536 -2.24508 -0.78031 -1.303 1.125 -1.487 -0.403
O -0.42153 1.33861 -2.68397 0.395 -2.210 3.911 -0.571
C 2.18809 -1.55040 -1.32367 1.592 -1.647 1.916 0.420
N 1.27262 -0.73170 -1.80544 0.973 0.542 -0.793 -0.490
O 3.41546 1.47063 3.09867 -0.215 -0.253 0.381 -0.553
C -0.57906 0.69803 -1.58470 -3.983 4.001 -4.096 0.596
C 0.45204 -0.18869 -1.00188 -1.820 -1.284 3.117 0.414
N -1.86566 0.83311 -0.95029 3.679 1.120 -0.695 -0.425
N 0.27370 -0.48447 0.37445 -1.699 0.245 1.725 -0.443
C -2.89185 1.88401 -1.30785 0.649 -1.971 0.301 -0.414
C 2.67957 2.55606 2.42518 3.536 -2.377 -2.774 -0.051
C 3.48241 0.22951 2.30531 0.368 1.728 0.644 -0.067
C -2.20000 -0.14500 0.02802 1.856 -1.774 -1.021 -0.239
C -1.14401 -0.38931 1.10225 0.849 1.730 -0.833 -0.196
C 1.35316 -0.65132 1.43421 0.901 -0.984 -3.197 -0.197
C 1.80561 1.82411 1.42213 -0.805 -0.481 2.114 -0.426
C 2.46248 0.43386 1.23224 -1.160 -0.448 -1.403 -0.271
H -3.73513 1.19590 -1.64625 0.382 1.713 0.468 0.207
H -2.50941 2.48836 -2.14303 -0.190 -0.326 0.400 0.255
H -3.07717 2.51223 -0.38003 -0.146 -0.813 -1.256 0.207
H 2.20967 3.14906 3.13949 -0.755 0.908 1.190 0.194
H 3.43157 3.13940 1.78635 -0.762 -0.300 1.253 0.158
H 4.45472 0.13869 1.84113 0.513 0.147 0.104 0.185
H 3.36035 -0.69809 2.91041 -0.286 0.964 0.030 0.190
H -3.08427 0.17690 0.43842 -2.255 0.180 1.248 0.215
H -2.30831 -1.08133 -0.54368 -0.533 -0.146 0.543 0.189
H -1.43355 -1.24732 1.75157 0.836 -0.078 -1.033 0.226
H -1.20984 0.45980 1.85324 0.786 -0.496 -1.036 0.195
H 0.86614 -0.45714 2.37571 -0.023 -0.082 0.359 0.206
H 1.73946 -1.73140 1.35550 -0.354 1.731 0.405 0.242
H 0.85475 1.65261 1.97695 0.152 0.261 -0.890 0.189
H 1.67944 2.41715 0.53721 -0.350 -0.016 -0.538 0.225
H 2.97602 0.46605 0.22552 -0.826 -0.708 0.943 0.233
```
Positions in Å, forces in eV/Å.

[3]
Below is a single HNO3S molecule, with properties calculated with wB97M-V/def2-TZVPD.

LUMO	0.2	eV
SMILES	O=[S@]1(O)=NO1
spin multiplicity	1
HOMO	-10.156	eV
energy relative to the best compared isomer or geometry (same formula, charge and spin)	46.0	kcal per mole
molecular weight	95.08	g/mol

```
6
Properties=species:S:1:pos:R:3:forces:R:3:nbo_charge:R:1
N 1.10087 -0.45429 -0.91102 -0.496 0.236 -2.686 -0.575
O -1.46591 -1.04076 -0.18292 0.402 -1.546 -0.315 -0.821
O 1.14376 -0.62250 0.63147 -1.793 -0.414 1.758 -0.580
O -0.70605 1.01935 0.34011 1.166 0.855 -0.206 -0.817
S -0.22177 -0.37317 -0.15540 0.786 -0.387 1.012 2.289
H 0.14910 1.47136 0.27776 -0.065 1.256 0.436 0.504
```
Positions in Å, forces in eV/Å.

DFT total energy for every record listed, in sequence, given in eV: -23725.1233; -21718.5615; -18478.6699.